Record 1
83
Properties=species:S:1:pos:R:3:lowdin_spin:R:1 method="wB97M-V/def2-TZVPD" lumo_energy_ev="-6.470 / -8.690" multiplicity=4 charge=+2
C 4.35 -3.16 -1.33 0.01
C 3.73 -2.58 -2.47 0.00
C 4.17 -3.03 -3.73 0.01
C 5.28 -3.89 -3.79 0.00
N 5.90 -4.35 -2.71 0.01
C 5.45 -4.01 -1.51 0.00
C 2.79 -1.51 -2.38 0.01
C 2.26 -0.73 -1.42 -0.01
C 2.15 -0.08 -0.18 0.01
C 1.10 -0.34 0.73 0.03
C 0.58 0.69 1.52 0.04
C 1.12 1.99 1.39 -0.01
C 2.30 2.19 0.65 0.01
C 2.86 1.15 -0.08 0.00
Co 1.64 -0.26 -3.05 1.93
P -2.12 -0.83 0.62 0.55
H 3.73 -2.69 -4.65 0.00
H 4.07 -2.91 -0.31 0.00
H 5.69 -4.20 -4.75 0.00
H 6.01 -4.42 -0.66 0.00
H 3.76 1.30 -0.68 0.00
H 0.65 -1.33 0.75 0.01
H 2.74 3.19 0.60 0.00
H -0.30 0.52 2.15 0.01
C -3.30 0.58 0.92 0.06
C -4.65 0.58 0.19 0.02
H -2.72 1.44 0.55 0.01
H -3.42 0.70 2.01 0.00
H -5.26 1.41 0.57 0.01
H -4.52 0.74 -0.89 0.00
H -5.23 -0.34 0.33 0.00
C -2.58 -1.58 -1.00 0.08
C -1.63 -2.67 -1.46 0.00
H -2.56 -0.74 -1.71 0.00
H -3.63 -1.93 -0.96 0.02
H -1.91 -2.96 -2.48 0.00
H -0.59 -2.32 -1.47 0.00
H -1.68 -3.56 -0.83 0.00
C -2.68 -2.11 1.83 0.07
C -4.09 -2.60 1.57 0.04
H -2.58 -1.68 2.84 0.00
H -1.96 -2.95 1.76 0.00
H -4.31 -3.48 2.19 0.01
H -4.84 -1.84 1.79 0.00
H -4.24 -2.90 0.53 0.00
Br 0.14 3.49 1.89 0.00
P 0.29 2.23 -3.81 0.01
C -0.95 0.94 -3.28 0.01
C -2.37 1.47 -3.60 0.00
H -0.80 0.77 -2.20 0.00
H -0.73 0.00 -3.83 0.00
H -3.14 0.74 -3.34 0.00
H -2.57 2.39 -3.05 0.00
H -2.47 1.68 -4.68 0.00
C -0.10 3.51 -2.51 0.00
C 0.42 4.92 -2.81 0.00
H 0.35 3.11 -1.58 0.00
H -1.19 3.56 -2.33 0.00
H 0.32 5.55 -1.91 0.00
H 1.47 4.91 -3.12 0.00
H -0.18 5.41 -3.59 0.00
C 2.05 1.93 -3.43 0.02
C 2.80 1.17 -4.54 0.02
H 2.10 1.36 -2.43 0.01
H 2.49 2.92 -3.24 0.00
H 3.86 1.47 -4.62 0.00
H 2.85 0.04 -4.39 0.01
H 2.30 1.44 -5.49 0.00
C -0.09 0.17 7.45 0.00
N -0.79 -0.21 6.23 0.00
C -1.88 -1.15 6.32 0.00
C -0.64 0.40 5.02 0.00
C 0.43 1.46 4.92 0.00
O -1.37 0.07 4.06 0.00
H -0.17 -0.66 8.16 0.00
H -0.52 1.08 7.91 0.00
H 0.97 0.37 7.22 0.00
H -2.86 -0.63 6.25 0.00
H -1.83 -1.87 5.49 0.00
H -1.82 -1.67 7.27 0.00
H 1.39 0.98 4.69 0.00
H 0.17 2.12 4.09 0.00
H 0.54 2.04 5.84 0.00

Record 2
47
Properties=species:S:1:pos:R:3:nbo_charge:R:1 method="wB97M-V/def2-TZVPD" lumo_energy_ev=0.822 smiles="CCCC(=O)OCC(COC(=O)CCC)OC(=O)CCC"
C 5.30 3.33 -0.79 -0.60
C 4.15 2.71 -1.57 -0.39
C 3.87 1.28 -1.09 -0.51
C 2.72 0.63 -1.82 0.82
O 2.73 -0.49 -2.27 -0.61
O 1.66 1.45 -1.88 -0.51
C 0.44 0.91 -2.38 -0.10
C -0.36 0.28 -1.23 0.03
C -1.83 0.07 -1.59 -0.09
O -2.55 -0.42 -0.47 -0.51
C -2.96 0.50 0.43 0.81
O -2.80 1.68 0.29 -0.60
C -3.62 -0.17 1.61 -0.51
C -4.65 0.75 2.27 -0.39
C -5.22 0.12 3.54 -0.60
O 0.18 -1.00 -0.93 -0.52
C 1.05 -1.10 0.08 0.83
O 1.39 -0.17 0.77 -0.61
C 1.58 -2.51 0.22 -0.51
C 0.49 -3.57 0.07 -0.39
C -0.59 -3.42 1.14 -0.61
H 6.21 2.74 -0.91 0.20
H 5.49 4.34 -1.14 0.21
H 5.06 3.37 0.27 0.20
H 3.25 3.31 -1.44 0.21
H 4.40 2.69 -2.63 0.20
H 3.60 1.29 -0.04 0.25
H 4.75 0.65 -1.22 0.22
H 0.65 0.16 -3.14 0.21
H -0.11 1.76 -2.80 0.20
H -0.28 0.92 -0.34 0.23
H -1.93 -0.70 -2.36 0.20
H -2.27 1.02 -1.93 0.21
H -4.07 -1.10 1.28 0.23
H -2.83 -0.41 2.32 0.23
H -4.18 1.70 2.51 0.22
H -5.46 0.95 1.57 0.20
H -5.96 0.78 3.99 0.21
H -4.43 -0.06 4.26 0.20
H -5.70 -0.83 3.31 0.20
H 2.32 -2.63 -0.58 0.25
H 2.08 -2.58 1.18 0.22
H 0.96 -4.56 0.17 0.20
H 0.05 -3.50 -0.92 0.21
H -1.12 -2.48 1.01 0.21
H -0.16 -3.44 2.13 0.20
H -1.31 -4.23 1.06 0.21

Record 3
18
Properties=species:S:1:pos:R:3:nbo_charge:R:1 method="wB97M-V/def2-TZVPD" lumo_energy_ev=0.713 smiles="CNC(=O)CCOC=O"
C -1.31 2.21 1.79 -0.42
N -0.41 1.33 1.11 -0.61
C -0.24 1.35 -0.24 0.67
O -0.79 2.16 -0.99 -0.64
C 0.53 0.22 -0.90 -0.52
C -0.43 -0.88 -1.29 -0.07
O -0.91 -1.54 -0.08 -0.51
C -0.15 -2.53 0.46 0.62
O 0.95 -2.91 0.03 -0.59
H -0.75 3.04 2.23 0.20
H -2.05 2.60 1.05 0.24
H -1.91 1.66 2.55 0.20
H 0.02 0.57 1.64 0.40
H 1.34 -0.19 -0.31 0.22
H 0.91 0.59 -1.84 0.24
H -1.28 -0.44 -1.79 0.21
H 0.08 -1.55 -2.00 0.21
H -0.58 -3.15 1.22 0.14

Record 4
117
Properties=species:S:1:pos:R:3:lowdin_charge:R:1 method="wB97M-V/def2-TZVPD" lumo_energy_ev=-2.461 charge=+1
Sc 0.40 -0.25 0.20 0.66
F -0.96 3.05 5.20 0.13
C 0.22 2.42 4.98 -0.60
F 0.98 3.26 4.29 0.12
F 0.80 2.28 6.19 0.13
C 0.00 1.08 4.33 -0.12
C -0.34 0.04 5.18 0.00
C -0.58 -1.23 4.67 -0.04
C -0.47 -1.40 3.31 -0.12
N -0.20 -0.39 2.48 -0.08
C 0.05 0.85 2.94 -0.66
S 0.38 2.01 1.70 0.68
H -0.39 0.22 6.25 0.13
H -0.82 -2.06 5.32 0.11
H -0.62 -2.37 2.84 0.12
N -1.75 -0.09 0.11 -0.31
S -3.14 0.27 -0.03 0.79
N -3.63 1.32 -1.22 -0.35
S -3.38 1.03 -2.70 0.88
N -2.02 0.50 -3.20 -0.35
S -0.52 1.16 -2.84 0.79
N 0.30 0.65 -1.76 -0.34
C 0.24 0.96 -4.42 -0.32
C 1.63 0.94 -4.38 -0.04
C 2.33 0.82 -5.57 -0.05
C 1.64 0.72 -6.77 -0.06
C 0.26 0.72 -6.80 -0.06
C -0.46 0.84 -5.62 -0.07
C -0.84 2.91 -2.68 -0.31
C -1.03 3.34 -1.37 -0.10
C -1.23 4.69 -1.14 -0.06
C -1.22 5.59 -2.20 -0.07
C -1.02 5.14 -3.50 -0.06
C -0.83 3.79 -3.75 -0.05
C -4.57 -0.12 -3.35 -0.30
C -4.22 -1.35 -3.88 -0.04
C -5.22 -2.22 -4.28 -0.04
C -6.55 -1.86 -4.15 -0.05
C -6.90 -0.62 -3.61 -0.06
C -5.91 0.25 -3.20 -0.07
C -3.85 2.55 -3.49 -0.32
C -4.19 3.66 -2.74 -0.06
C -4.58 4.81 -3.41 -0.05
C -4.62 4.83 -4.80 -0.05
C -4.27 3.71 -5.53 -0.05
C -3.88 2.55 -4.88 -0.06
C -4.21 -1.13 -0.30 -0.30
C -3.57 -2.34 -0.49 -0.06
C -4.35 -3.46 -0.76 -0.05
C -5.73 -3.35 -0.84 -0.06
C -6.35 -2.12 -0.65 -0.07
C -5.59 -1.00 -0.38 -0.07
C -3.87 1.15 1.33 -0.29
C -4.87 2.10 1.20 -0.08
C -5.36 2.72 2.34 -0.06
C -4.84 2.40 3.58 -0.05
C -3.83 1.45 3.70 -0.04
C -3.34 0.82 2.57 -0.04
H 2.14 0.97 -3.43 0.09
H 3.41 0.79 -5.55 0.12
H 2.20 0.62 -7.70 0.11
H -0.27 0.62 -7.74 0.11
H -1.54 0.82 -5.62 0.09
H -0.99 2.63 -0.55 0.04
H -1.37 5.04 -0.12 0.12
H -1.36 6.65 -2.01 0.11
H -1.01 5.85 -4.32 0.11
H -0.67 3.44 -4.76 0.12
H -3.18 -1.63 -3.99 0.09
H -4.96 -3.18 -4.70 0.12
H -7.33 -2.54 -4.47 0.12
H -7.94 -0.34 -3.51 0.12
H -6.16 1.21 -2.77 0.12
H -4.15 3.62 -1.66 0.10
H -4.86 5.69 -2.85 0.12
H -4.93 5.73 -5.31 0.11
H -4.30 3.72 -6.61 0.12
H -3.62 1.66 -5.44 0.11
H -2.49 -2.39 -0.44 0.09
H -3.87 -4.42 -0.92 0.11
H -6.32 -4.23 -1.05 0.11
H -7.43 -2.04 -0.71 0.12
H -6.06 -0.03 -0.23 0.11
H -5.26 2.36 0.22 0.09
H -6.14 3.47 2.25 0.11
H -5.21 2.90 4.47 0.11
H -3.41 1.21 4.67 0.11
H -2.54 0.09 2.64 0.09
C 0.28 -4.73 -2.36 0.00
C 0.25 -3.47 -1.55 -0.27
N -0.43 -2.42 -1.83 0.02
O -1.19 -2.50 -3.00 -0.07
C 1.09 -3.34 -0.33 -0.26
C 1.94 -4.44 0.20 -0.01
N 1.06 -2.17 0.19 -0.21
O 1.74 -1.74 1.22 -0.23
H -0.26 -4.61 -3.29 0.07
H -0.15 -5.55 -1.79 0.09
H 1.32 -5.00 -2.57 0.09
H -1.48 -1.57 -3.08 0.02
H 1.36 -5.35 0.35 0.09
H 2.37 -4.13 1.15 0.08
H 2.76 -4.67 -0.48 0.09
C 4.46 1.82 2.05 -0.09
N 3.79 2.65 1.06 -0.03
C 3.10 2.14 0.03 -0.86
S 3.12 0.48 -0.32 0.68
N 2.37 3.00 -0.70 -0.05
C 2.33 4.43 -0.51 -0.07
H 4.94 2.48 2.77 0.09
H 5.22 1.21 1.56 0.07
H 3.75 1.17 2.55 0.08
H 3.53 3.58 1.37 0.12
H 1.75 2.55 -1.36 0.07
H 3.35 4.83 -0.44 0.09
H 1.78 4.72 0.39 0.08
H 1.85 4.88 -1.37 0.08